Density functional theory data (ωB97M-V/def2-TZVPD) for the molecule C4H6N2 in a non-equilibrium geometry.

XYZ file:
```
12
C4H6N2 | OMol25 | ωB97M-V/def2-TZVPD
C -1.1563 0.9115 -0.2987
C -0.1187 0.0107 0.3624
N 0.2220 -1.1703 -0.4547
C 1.1738 -2.0284 -0.1954
C 1.1324 0.7710 0.5592
N 2.1058 1.3871 0.6427
H -0.8246 1.1788 -1.3064
H -2.1364 0.4293 -0.3559
H -1.2563 1.8314 0.2820
H -0.4847 -0.3576 1.3270
H -0.2523 -1.2374 -1.3477
H 1.5953 -1.7261 0.7853
```

The total energy comes out at -265.426767 Eh. As for the energy above the lowest of the compared OMol25 structures with the same formula, charge and spin: 68.3 kcal/mol. The total charge is 0.

***

Density functional theory data (ωB97M-V/def2-TZVPD) for a cluster of 2 separate species, C6H14N2O2 in total in a non-equilibrium geometry.

XYZ file:
```
24
C6H14N2O2 | OMol25 | ωB97M-V/def2-TZVPD
C -2.2293 -0.5778 -0.9399
C -1.2635 1.4071 2.1177
C -1.9866 0.3849 1.2870
O -2.7553 -0.4236 1.7783
N -1.7361 0.4691 -0.0485
H -0.9461 1.0513 -0.3142
H -1.4353 -1.2893 -1.1702
H -1.5718 2.4318 1.8589
H -3.0222 -1.0828 -0.4056
H -2.6179 -0.1151 -1.8401
H -1.4710 1.2914 3.1866
H -0.1777 1.3707 2.0453
C 1.3295 -0.8425 -2.4222
C 2.8884 -0.2414 0.9793
C 1.6321 -0.1442 -1.1234
O 1.2773 1.0076 -0.9250
N 2.3671 -0.8515 -0.2281
H 1.8250 -0.2456 -3.1811
H 2.7612 -1.7282 -0.5249
H 2.6620 0.8182 0.9699
H 1.6490 -1.8766 -2.4679
H 0.2737 -0.7999 -2.6864
H 2.4472 -0.6875 1.8726
H 3.9782 -0.3249 1.0432
```

The total energy comes out at -497.042324 Eh. As for the SMILES: CNC(C)=O.CNC(C)=O. As for the energy above the lowest of the compared OMol25 structures with the same formula, charge and spin: 9.5 kcal/mol. The total charge is 0.

***

E_HOMO list, top to bottom, in eV: -8.75, -9.26